Entry 1:
{"formula": "C23H20Cl2N4O6Ti", "method": "ωB97M-V/def2-TZVPD", "de_lowest_kj_mol": 130.4, "homo_energy_ev": [-10.57, -11.20], "lumo_energy_ev": [-3.5, -3.7], "multiplicity": 2, "total_charge": 1, "symbols": ["Ti", "Cl", "C", "C", "C", "Cl", "C", "C", "C", "C", "N", "C", "C", "O", "H", "H", "H", "H", "C", "C", "N", "C", "C", "N", "C", "O", "O", "C", "O", "O", "H", "H", "H", "H", "H", "O", "C", "C", "C", "C", "C", "C", "C", "C", "N", "H", "H", "H", "H", "H", "H", "H", "H", "H", "H", "H"], "coordinates": [[-0.164, -0.096, 0.214], [-2.582, -1.779, 4.037], [-1.960, -0.195, 3.784], [-2.119, 0.786, 4.766], [-1.651, 2.069, 4.570], [-1.923, 3.266, 5.775], [-0.970, 2.422, 3.381], [-0.492, 3.708, 3.054], [0.156, 3.884, 1.848], [0.362, 2.807, 0.990], [-0.081, 1.572, 1.260], [-0.772, 1.397, 2.426], [-1.309, 0.094, 2.584], [-1.142, -0.733, 1.567], [-2.632, 0.534, 5.681], [-0.646, 4.526, 3.739], [0.516, 4.859, 1.559], [0.915, 2.937, 0.066], [-4.044, 0.634, 0.192], [-3.038, 1.139, -0.774], [-1.758, 0.796, -0.790], [-1.169, 1.484, -1.824], [-2.122, 2.262, -2.445], [-3.284, 2.026, -1.760], [-2.112, 3.222, -3.600], [-0.980, 3.365, -4.243], [-3.133, 3.798, -3.872], [0.305, 1.346, -2.021], [0.864, 1.918, -2.945], [0.873, 0.611, -1.136], [-3.665, -0.271, 0.666], [-4.996, 0.425, -0.293], [-4.228, 1.373, 0.973], [-4.155, 2.489, -1.998], [-0.206, 2.853, -3.876], [-0.622, -1.699, -1.143], [0.558, -2.398, -1.557], [0.844, -3.588, -0.640], [0.626, -3.249, 0.845], [1.639, -2.267, 1.364], [2.696, -2.728, 2.142], [3.645, -1.842, 2.619], [3.524, -0.503, 2.275], [2.455, -0.114, 1.492], [1.510, -0.963, 1.060], [-1.351, -2.341, -1.153], [1.366, -1.656, -1.537], [0.422, -2.733, -2.594], [1.868, -3.931, -0.796], [0.182, -4.418, -0.898], [0.723, -4.177, 1.408], [-0.385, -2.857, 1.010], [2.772, -3.779, 2.368], [4.454, -2.189, 3.241], [4.244, 0.225, 2.609], [2.350, 0.928, 1.203]]}

---

Entry 2:
{"formula": "C23H20N4O2", "method": "ωB97M-V/def2-TZVPD", "de_lowest_kj_mol": 696.2, "homo_energy_ev": -7.35, "lumo_energy_ev": 0.3, "smiles": "Cn1cnc2c1CN(C(c1ccccc1)c1ccccc1)n1ccc(=O)c(O)c1-2", "multiplicity": 1, "symbols": ["C", "N", "C", "N", "C", "C", "C", "N", "C", "C", "C", "C", "C", "C", "C", "C", "C", "C", "C", "C", "C", "N", "C", "C", "C", "O", "C", "O", "C", "H", "H", "H", "H", "H", "H", "H", "H", "H", "H", "H", "H", "H", "H", "H", "H", "H", "H", "H", "H"], "coordinates": [[-2.805, -3.271, -1.250], [-3.065, -1.872, -0.851], [-4.270, -1.319, -0.467], [-4.164, -0.062, -0.106], [-2.855, 0.305, -0.327], [-2.172, -0.788, -0.812], [-0.804, -0.454, -1.301], [-0.084, 0.736, -0.765], [1.372, 0.525, -0.335], [1.428, 0.270, 1.166], [0.320, -0.393, 1.849], [0.452, -0.639, 3.193], [1.660, -0.199, 3.810], [2.743, 0.393, 3.137], [2.647, 0.458, 1.809], [2.205, -0.420, -1.152], [2.426, -1.755, -0.836], [3.195, -2.629, -1.657], [3.912, -2.032, -2.639], [3.875, -0.708, -2.972], [3.002, 0.071, -2.331], [-0.918, 1.761, -0.273], [-0.399, 3.109, -0.322], [-1.050, 4.067, 0.433], [-2.090, 3.648, 1.263], [-2.774, 4.486, 1.951], [-2.927, 2.474, 0.961], [-4.301, 2.355, 1.399], [-2.285, 1.563, 0.098], [-3.730, -3.818, -1.059], [-2.487, -3.500, -2.293], [-2.097, -3.628, -0.447], [-5.282, -1.709, -0.684], [-0.197, -1.375, -1.127], [-0.879, -0.300, -2.374], [1.860, 1.475, -0.462], [-0.547, -0.812, 1.371], [-0.352, -1.068, 3.765], [1.757, -0.341, 4.960], [3.644, 0.651, 3.701], [3.468, 0.797, 1.297], [2.017, -2.170, 0.060], [3.154, -3.736, -1.564], [4.682, -2.638, -3.170], [4.416, -0.212, -3.786], [3.011, 1.118, -2.655], [0.415, 3.569, -0.884], [-0.745, 5.152, 0.474], [-4.381, 2.867, 2.204]]}

---

Entry 3:
{"formula": "C23H20N4O2S", "method": "ωB97M-V/def2-TZVPD", "de_lowest_kj_mol": 0.0, "homo_energy_ev": -8.32, "lumo_energy_ev": 0.2, "smiles": "O=C1CCCC2=C1[C@H](c1ccncc1)c1c(nc(SCc3ccccc3)[nH]c1=O)N2", "multiplicity": 1, "symbols": ["O", "C", "C", "C", "C", "C", "C", "C", "C", "C", "C", "N", "C", "C", "C", "C", "N", "C", "S", "C", "C", "C", "C", "C", "C", "C", "N", "C", "O", "N", "H", "H", "H", "H", "H", "H", "H", "H", "H", "H", "H", "H", "H", "H", "H", "H", "H", "H", "H", "H"], "coordinates": [[-2.678, -1.033, -3.216], [-1.630, -1.632, -3.076], [-1.351, -2.928, -3.817], [0.136, -3.140, -4.058], [0.871, -3.136, -2.722], [0.551, -1.883, -1.966], [-0.587, -1.181, -2.161], [-0.836, 0.136, -1.454], [-0.567, 1.275, -2.416], [-1.583, 2.116, -2.844], [-1.273, 3.130, -3.737], [-0.056, 3.344, -4.208], [0.911, 2.542, -3.798], [0.714, 1.498, -2.910], [0.054, 0.259, -0.247], [1.179, -0.512, -0.111], [2.054, -0.415, 0.922], [1.802, 0.475, 1.827], [2.973, 0.589, 3.120], [2.072, 1.521, 4.432], [0.741, 0.915, 4.756], [-0.412, 1.692, 4.747], [-1.643, 1.119, 5.017], [-1.733, -0.233, 5.294], [-0.587, -1.011, 5.313], [0.643, -0.441, 5.046], [0.728, 1.282, 1.786], [-0.250, 1.229, 0.762], [-1.204, 1.974, 0.831], [1.475, -1.485, -1.032], [-1.911, -2.916, -4.753], [-1.750, -3.743, -3.205], [0.305, -4.085, -4.577], [0.520, -2.333, -4.685], [1.950, -3.208, -2.874], [0.559, -4.002, -2.128], [-1.886, 0.196, -1.148], [-2.592, 1.978, -2.492], [-2.036, 3.807, -4.097], [1.894, 2.748, -4.205], [1.541, 0.872, -2.609], [1.995, 2.567, 4.135], [2.754, 1.452, 5.282], [-0.352, 2.752, 4.538], [-2.531, 1.731, 4.999], [-2.694, -0.681, 5.494], [-0.652, -2.066, 5.533], [1.538, -1.047, 5.048], [0.540, 1.960, 2.514], [2.294, -2.046, -0.847]]}

---

Entry 4:
{"formula": "C23H20N5O3Ru", "method": "ωB97M-V/def2-TZVPD", "de_lowest_kj_mol": 238.8, "homo_energy_ev": [-15.02, -15.02], "lumo_energy_ev": [-8.6, -8.5], "multiplicity": 2, "total_charge": 2, "symbols": ["Ru", "O", "C", "O", "C", "C", "C", "C", "C", "N", "H", "H", "H", "H", "C", "C", "N", "C", "C", "C", "C", "C", "C", "C", "C", "C", "N", "C", "H", "H", "H", "H", "H", "H", "H", "H", "N", "C", "N", "C", "C", "O", "C", "C", "H", "H", "H", "H", "H", "H", "H", "H"], "coordinates": [[1.533, -0.269, -0.706], [4.078, 1.918, -3.162], [3.407, 1.027, -2.721], [2.147, 0.868, -2.543], [4.186, -0.254, -2.243], [5.414, -0.587, -2.769], [5.976, -1.788, -2.347], [5.309, -2.575, -1.414], [4.100, -2.142, -0.911], [3.552, -0.987, -1.335], [5.906, 0.063, -3.477], [6.930, -2.105, -2.748], [5.724, -3.511, -1.073], [3.551, -2.710, -0.171], [0.896, 3.030, 2.250], [1.519, 2.080, 1.435], [0.887, 1.485, 0.441], [-0.399, 1.809, 0.168], [-1.117, 2.707, 0.975], [-0.430, 3.322, 2.040], [-2.496, 2.955, 0.683], [-3.085, 2.415, -0.408], [-2.343, 1.588, -1.310], [-2.864, 1.087, -2.519], [-2.089, 0.282, -3.319], [-0.805, -0.063, -2.880], [-0.311, 0.401, -1.755], [-1.021, 1.247, -0.982], [1.469, 3.520, 3.024], [2.557, 1.812, 1.590], [-0.945, 4.041, 2.663], [-3.060, 3.593, 1.349], [-4.131, 2.596, -0.619], [-3.868, 1.363, -2.817], [-2.443, -0.085, -4.271], [-0.169, -0.724, -3.457], [0.325, -1.724, 0.350], [-0.526, -1.949, 1.112], [-1.473, -2.274, 1.922], [-1.534, -1.804, 3.313], [-2.597, -0.704, 3.400], [-3.833, -1.172, 2.910], [-3.758, -1.560, 1.558], [-2.773, -2.721, 1.395], [-0.559, -1.450, 3.644], [-1.843, -2.644, 3.936], [-2.267, 0.174, 2.822], [-2.755, -0.422, 4.439], [-3.424, -0.709, 0.940], [-4.758, -1.861, 1.252], [-2.675, -3.023, 0.354], [-3.115, -3.567, 1.992]]}

---

Entry 5:
{"formula": "C23H21AlBr2N3", "method": "ωB97M-V/def2-TZVPD", "homo_energy_ev": -9.82, "lumo_energy_ev": -4.8, "multiplicity": 1, "total_charge": 1, "symbols": ["Al", "Br", "C", "C", "C", "N", "C", "C", "C", "C", "C", "Br", "C", "C", "N", "H", "H", "H", "H", "H", "H", "C", "C", "C", "C", "C", "C", "C", "H", "H", "H", "H", "H", "H", "H", "C", "C", "C", "C", "C", "C", "N", "H", "H", "H", "H", "H", "H", "H", "H"], "coordinates": [[-0.142, -0.117, -0.043], [6.530, 0.933, 0.056], [4.674, 0.610, -0.012], [4.173, -0.694, -0.085], [2.809, -0.868, -0.142], [1.930, 0.141, -0.109], [2.415, 1.400, -0.041], [3.779, 1.669, 0.000], [1.393, 2.428, -0.008], [1.672, 3.789, -0.004], [0.621, 4.691, 0.019], [0.953, 6.546, 0.001], [-0.687, 4.198, 0.037], [-0.877, 2.835, 0.028], [0.127, 1.953, 0.008], [4.830, -1.548, -0.100], [2.399, -1.863, -0.218], [4.146, 2.680, 0.046], [2.687, 4.146, -0.027], [-1.525, 4.874, 0.047], [-1.874, 2.420, 0.030], [-2.160, -0.187, -0.035], [-2.330, -0.703, 1.376], [-2.085, 0.147, 2.455], [-2.135, -0.317, 3.757], [-2.412, -1.653, 4.003], [-2.688, -2.499, 2.944], [-2.646, -2.030, 1.640], [-2.783, 0.691, -0.209], [-2.508, -0.952, -0.734], [-1.861, 1.191, 2.262], [-1.932, 0.352, 4.581], [-2.408, -2.033, 5.013], [-2.921, -3.537, 3.134], [-2.853, -2.713, 0.828], [-0.311, -2.187, -2.435], [-0.121, -2.764, -1.080], [-0.111, -4.082, -0.677], [0.207, -4.092, 0.690], [0.390, -2.781, 1.073], [0.821, -2.206, 2.371], [0.177, -1.956, -0.006], [-0.334, -2.987, -3.169], [0.512, -1.508, -2.680], [-1.238, -1.617, -2.520], [-0.310, -4.937, -1.294], [0.318, -4.955, 1.314], [0.588, -2.897, 3.178], [0.299, -1.258, 2.550], [1.898, -2.011, 2.382]]}

---

Entry 6:
{"formula": "C23H21BF6GeN9PSn", "method": "ωB97M-V/def2-TZVPD", "homo_energy_ev": [-11.63, -11.63], "lumo_energy_ev": [-2.7, -5.8], "multiplicity": 2, "total_charge": 1, "symbols": ["Sn", "C", "C", "N", "N", "C", "B", "N", "C", "C", "C", "N", "N", "C", "C", "C", "N", "H", "H", "H", "H", "H", "H", "H", "H", "H", "H", "Ge", "C", "C", "C", "C", "C", "C", "C", "C", "C", "C", "C", "C", "H", "H", "H", "H", "H", "H", "H", "H", "H", "H", "H", "N", "C", "N", "C", "N", "F", "P", "F", "F", "F", "F", "F"], "coordinates": [[-0.050, -0.842, -0.049], [-2.518, 1.737, -2.501], [-1.412, 1.524, -1.694], [-1.379, 0.236, -1.327], [-2.438, -0.394, -1.891], [-3.135, 0.500, -2.598], [-2.653, -1.910, -1.682], [-1.365, -2.627, -2.152], [-1.159, -3.558, -3.089], [0.190, -3.870, -3.129], [0.775, -3.068, -2.162], [-0.177, -2.325, -1.580], [-2.802, -2.163, -0.169], [-3.792, -2.736, 0.521], [-3.446, -2.779, 1.860], [-2.191, -2.196, 1.928], [-1.812, -1.819, 0.695], [-2.830, 2.660, -2.956], [-0.640, 2.209, -1.378], [-4.019, 0.199, -3.136], [-3.610, -2.299, -2.279], [-1.984, -3.941, -3.666], [0.680, -4.574, -3.778], [1.803, -2.985, -1.846], [-4.681, -3.078, 0.017], [-4.023, -3.181, 2.673], [-1.557, -2.030, 2.783], [1.655, 4.201, 0.498], [1.495, 3.871, -1.379], [0.546, 4.625, -2.078], [0.352, 4.424, -3.438], [1.111, 3.474, -4.109], [2.066, 2.732, -3.425], [2.268, 2.933, -2.066], [3.265, 3.838, 1.433], [3.225, 3.655, 2.817], [4.393, 3.397, 3.515], [5.600, 3.302, 2.836], [5.648, 3.495, 1.463], [4.483, 3.758, 0.757], [1.063, 5.577, 0.821], [-0.041, 5.377, -1.561], [-0.383, 5.012, -3.972], [0.974, 3.327, -5.173], [2.665, 2.001, -3.953], [3.029, 2.362, -1.549], [2.287, 3.715, 3.358], [4.357, 3.254, 4.587], [6.508, 3.070, 3.378], [6.589, 3.424, 0.934], [4.533, 3.901, -0.316], [0.281, 3.076, 1.293], [0.004, 2.013, 1.681], [-0.389, 0.832, 1.949], [-0.475, 0.195, 3.109], [-0.559, -0.467, 4.048], [1.885, -1.044, 1.655], [3.165, -0.358, 0.828], [3.638, 0.358, 2.143], [2.102, 0.900, 0.513], [4.255, 0.351, -0.069], [2.489, -1.038, -0.551], [4.030, -1.647, 1.058]]}

---

Entry 7:
{"formula": "C23H21BrF4IrN6O7", "method": "ωB97M-V/def2-TZVPD", "de_lowest_kj_mol": 0.0, "homo_energy_ev": -12.15, "lumo_energy_ev": -4.7, "multiplicity": 1, "total_charge": 1, "symbols": ["Ir", "C", "C", "N", "C", "C", "C", "C", "N", "C", "C", "F", "C", "F", "C", "C", "F", "C", "F", "H", "H", "H", "H", "H", "H", "H", "H", "H", "H", "H", "H", "H", "H", "H", "Br", "C", "C", "C", "C", "N", "C", "H", "H", "H", "H", "O", "N", "O", "C", "C", "C", "C", "O", "C", "C", "N", "O", "O", "N", "O", "O", "H", "H"], "coordinates": [[-0.084, -0.324, 0.880], [-3.453, -1.753, 1.367], [-2.650, -1.844, 0.085], [-1.820, -0.643, -0.295], [-2.735, 0.548, -0.334], [-2.147, 1.842, -0.869], [-1.312, -0.889, -1.687], [-0.050, -1.707, -1.640], [0.789, -1.037, -0.644], [2.149, -1.432, -0.566], [3.164, -0.512, -0.792], [2.862, 0.732, -1.157], [4.492, -0.870, -0.613], [5.435, 0.039, -0.841], [4.841, -2.141, -0.201], [3.832, -3.055, 0.036], [4.119, -4.281, 0.472], [2.506, -2.707, -0.144], [1.544, -3.595, 0.149], [-4.006, -2.688, 1.462], [-4.184, -0.946, 1.360], [-2.816, -1.685, 2.241], [-3.340, -2.004, -0.748], [-1.975, -2.697, 0.132], [-3.087, 0.700, 0.682], [-3.602, 0.265, -0.940], [-1.209, 2.108, -0.386], [-2.865, 2.638, -0.665], [-1.988, 1.831, -1.945], [-1.062, 0.076, -2.118], [-2.095, -1.352, -2.288], [0.433, -1.714, -2.619], [-0.232, -2.744, -1.346], [5.879, -2.411, -0.063], [-3.623, 1.677, 5.138], [-2.240, 2.022, 3.918], [-1.639, 3.266, 3.840], [-0.619, 3.446, 2.919], [-0.249, 2.392, 2.108], [-0.845, 1.192, 2.183], [-1.813, 1.004, 3.082], [-1.959, 4.072, 4.487], [-0.111, 4.395, 2.827], [0.543, 2.493, 1.379], [-2.247, 0.019, 3.140], [4.450, -4.795, 4.218], [3.283, -5.105, 4.292], [2.846, -6.158, 4.700], [2.296, -4.118, 3.822], [2.733, -2.913, 3.358], [1.802, -1.979, 2.897], [0.407, -2.241, 2.877], [-0.544, -1.426, 2.523], [0.056, -3.525, 3.361], [0.941, -4.442, 3.850], [-1.356, -3.924, 3.268], [-1.813, -4.011, 2.147], [-1.941, -4.164, 4.298], [2.364, -0.709, 2.505], [3.492, -0.440, 2.795], [1.682, 0.129, 1.847], [3.789, -2.684, 3.355], [0.612, -5.404, 4.220]]}

---

Entry 8:
{"formula": "C23H21ClN2O5S", "method": "ωB97M-V/def2-TZVPD", "de_lowest_kj_mol": 0.0, "homo_energy_ev": -8.84, "lumo_energy_ev": -0.6, "smiles": "CN(C(=O)COC(=O)c1cc(-c2ccccc2Cl)nc2ccccc12)[C@H]1CCS(=O)(=O)C1", "multiplicity": 1, "symbols": ["C", "N", "C", "O", "C", "O", "C", "O", "C", "C", "C", "C", "C", "C", "C", "C", "C", "Cl", "N", "C", "C", "C", "C", "C", "C", "C", "C", "C", "S", "O", "O", "C", "H", "H", "H", "H", "H", "H", "H", "H", "H", "H", "H", "H", "H", "H", "H", "H", "H", "H", "H", "H", "H"], "coordinates": [[-2.151, -0.699, 1.263], [-2.904, -0.948, 0.052], [-2.805, -2.069, -0.701], [-3.551, -2.299, -1.632], [-1.770, -3.116, -0.287], [-0.465, -2.631, 0.000], [0.035, -1.712, -0.836], [-0.586, -1.248, -1.760], [1.402, -1.255, -0.461], [1.688, 0.063, -0.730], [2.947, 0.595, -0.371], [3.255, 2.007, -0.652], [2.894, 2.562, -1.878], [3.182, 3.879, -2.179], [3.832, 4.673, -1.248], [4.193, 4.146, -0.021], [3.911, 2.821, 0.273], [4.347, 2.213, 1.825], [3.866, -0.133, 0.209], [3.631, -1.430, 0.458], [4.667, -2.175, 1.061], [4.500, -3.505, 1.321], [3.298, -4.145, 0.982], [2.271, -3.450, 0.403], [2.398, -2.073, 0.137], [-3.849, 0.064, -0.393], [-5.122, 0.039, 0.499], [-5.680, 1.437, 0.631], [-4.142, 2.368, 0.889], [-3.604, 2.032, 2.181], [-4.270, 3.759, 0.565], [-3.240, 1.461, -0.406], [-2.640, 0.089, 1.836], [-1.128, -0.373, 1.051], [-2.100, -1.598, 1.876], [-2.097, -3.631, 0.620], [-1.720, -3.835, -1.113], [0.939, 0.691, -1.187], [2.403, 1.938, -2.610], [2.902, 4.286, -3.138], [4.059, 5.704, -1.475], [4.693, 4.756, 0.715], [5.583, -1.656, 1.297], [5.293, -4.076, 1.780], [3.187, -5.201, 1.179], [1.355, -3.957, 0.145], [-4.120, -0.235, -1.411], [-4.847, -0.313, 1.494], [-5.845, -0.659, 0.079], [-6.347, 1.561, 1.476], [-6.136, 1.812, -0.280], [-3.435, 1.992, -1.332], [-2.176, 1.469, -0.198]]}